DFT (wB97M-V/def2-TZVPD) results for C33H30NP2ReS as an isolated structure.

Results
- Total charge: +3
- E_tot: -2488.36667 hartree
- Max |F|: 1.7 eV/Å
- Multiplicity: 2
- HOMO-LUMO gap (alpha / beta): 6.223 / 6.129 eV

CARTESIAN COORDINATES (ANGSTROEM)
Re: 1.48 0.01 -0.95
C: 3.45 -1.19 -2.07
C: 2.35 -0.76 -2.87
C: 2.27 0.61 -3.24
C: 3.30 1.50 -2.86
C: 4.33 1.07 -2.04
C: 4.38 -0.26 -1.61
H: 3.60 -2.25 -1.88
H: 1.73 -1.49 -3.39
H: 1.51 0.94 -3.93
H: 3.30 2.51 -3.27
H: 5.13 1.75 -1.76
H: 5.22 -0.59 -1.01
C: -1.92 0.15 0.01
C: -1.65 -0.04 1.50
P: -0.26 -1.15 1.95
C: -0.28 -1.50 3.71
C: -0.32 -0.43 4.62
C: -0.42 -0.71 5.97
C: -0.49 -2.03 6.41
C: -0.45 -3.08 5.50
C: -0.33 -2.83 4.15
C: -0.21 -2.53 0.78
C: 0.95 -2.89 0.08
C: 0.89 -3.92 -0.85
C: -0.31 -4.58 -1.09
C: -1.44 -4.24 -0.37
C: -1.40 -3.23 0.57
P: -0.66 1.08 -0.99
C: -1.59 1.31 -2.52
C: -1.98 2.59 -2.94
C: -2.88 2.72 -3.98
C: -3.39 1.59 -4.61
C: -2.97 0.32 -4.22
C: -2.07 0.18 -3.19
C: -0.36 2.68 -0.18
C: 0.96 3.13 -0.12
C: 1.27 4.33 0.48
C: 0.24 5.10 1.02
C: -1.07 4.67 0.95
C: -1.39 3.46 0.35
H: -2.86 0.70 -0.10
H: -2.06 -0.81 -0.48
H: -2.54 -0.49 1.96
H: -1.49 0.93 1.98
H: -0.26 0.59 4.27
H: -0.43 0.09 6.68
H: -0.59 -2.23 7.46
H: -0.50 -4.09 5.86
H: -0.30 -3.64 3.44
H: 1.92 -2.48 0.35
H: 1.79 -4.25 -1.35
H: -0.34 -5.37 -1.82
H: -2.36 -4.79 -0.54
H: -2.29 -2.99 1.14
H: -1.61 3.47 -2.44
H: -3.20 3.69 -4.31
H: -4.09 1.69 -5.43
H: -3.36 -0.55 -4.73
H: -1.73 -0.81 -2.88
H: 1.76 2.53 -0.57
H: 2.29 4.68 0.52
H: 0.47 6.04 1.51
H: -1.87 5.28 1.35
H: -2.41 3.13 0.29
S: 1.41 0.19 1.49
C: 2.65 -0.89 1.97
N: 3.48 -1.61 2.29

Atom charges from the Löwdin analysis, given in e for atoms 1 to 5: number 1, Re, carries 0.91; number 2, C, carries -0.12; number 3, C, carries -0.25; number 4, C, carries -0.12; number 5, C, carries -0.02